Record 1
{
  "formula": "C38H30BaCl5N5O7Se2",
  "method": "wB97M-V/def2-TZVPD",
  "energy_ha": -9396.11754,
  "largest_force_ev_per_a": 2.8,
  "total_charge": -2,
  "e_lumo_ev": 3.78,
  "homo_lumo_gap_ev": 5.397,
  "elements": ["Ba", "C", "C", "C", "C", "N", "C", "C", "C", "C", "C", "C", "N", "H", "H", "H", "H", "H", "H", "H", "H", "N", "C", "C", "C", "O", "O", "H", "H", "H", "H", "H", "H", "Se", "Se", "C", "C", "C", "C", "C", "N", "C", "C", "C", "C", "C", "N", "H", "H", "H", "H", "H", "H", "H", "H", "Cl", "C", "C", "Cl", "C", "Cl", "C", "O", "C", "O", "C", "Cl", "C", "C", "C", "C", "Cl", "C", "C", "C", "O", "C", "C", "O", "O", "H", "H", "H", "H", "H", "H", "H", "H"],
  "coordinates": [[0.521, 0.344, -0.695], [-3.986, 1.527, -0.940], [-4.613, 0.322, -0.659], [-4.011, -0.565, 0.220], [-2.772, -0.229, 0.756], [-2.170, 0.927, 0.485], [-2.769, 1.792, -0.327], [-2.030, -1.188, 1.619], [-2.684, -1.988, 2.551], [-1.935, -2.859, 3.323], [-0.569, -2.941, 3.110], [-0.001, -2.112, 2.153], [-0.710, -1.237, 1.447], [-4.418, 2.236, -1.634], [-5.555, 0.064, -1.129], [-4.460, -1.523, 0.444], [-2.234, 2.723, -0.496], [-3.757, -1.914, 2.681], [-2.412, -3.475, 4.075], [0.045, -3.635, 3.670], [1.065, -2.140, 1.942], [2.357, 0.802, -2.737], [2.391, 1.985, -3.599], [0.962, 2.442, -3.925], [0.299, 3.085, -2.700], [0.086, 4.332, -2.762], [0.022, 2.356, -1.715], [3.288, 0.502, -2.468], [1.926, 0.029, -3.238], [2.927, 1.804, -4.543], [2.912, 2.788, -3.076], [0.376, 1.567, -4.221], [0.973, 3.180, -4.726], [-0.169, 6.220, 1.700], [-0.149, 5.305, -0.502], [1.653, 4.630, -0.338], [2.630, 5.017, -1.251], [3.890, 4.450, -1.136], [4.128, 3.528, -0.128], [3.102, 3.249, 0.764], [1.893, 3.801, 0.667], [-0.718, 4.690, 2.743], [-0.862, 4.821, 4.127], [-1.274, 3.715, 4.849], [-1.505, 2.519, 4.186], [-1.322, 2.484, 2.812], [-0.960, 3.556, 2.106], [2.389, 5.730, -2.026], [4.676, 4.730, -1.829], [5.090, 3.042, -0.023], [3.244, 2.555, 1.586], [-0.646, 5.771, 4.600], [-1.417, 3.782, 5.922], [-1.811, 1.630, 4.723], [-1.486, 1.576, 2.242], [5.976, -1.081, 3.758], [4.843, -1.226, 2.445], [4.976, -2.236, 1.516], [6.288, -3.374, 1.639], [4.048, -2.326, 0.458], [4.171, -3.636, -0.690], [3.007, -1.408, 0.267], [2.153, -1.476, -0.696], [2.881, -0.320, 1.242], [1.934, 0.540, 1.079], [3.788, -0.300, 2.309], [3.567, 0.947, 3.510], [0.026, -4.122, -1.978], [-1.333, -4.410, -1.385], [-1.401, -5.266, -0.286], [-2.607, -5.646, 0.272], [-2.628, -6.832, 1.558], [-3.799, -5.150, -0.220], [-3.746, -4.283, -1.296], [-2.542, -3.911, -1.891], [-2.712, -3.198, -3.036], [-1.761, -2.290, -3.590], [-1.012, -1.297, -2.676], [-1.361, -1.150, -1.485], [-0.102, -0.701, -3.289], [0.759, -4.824, -1.585], [0.377, -3.120, -1.718], [0.011, -4.207, -3.065], [-0.480, -5.667, 0.120], [-4.745, -5.446, 0.215], [-4.655, -3.886, -1.731], [-2.341, -1.668, -4.271], [-1.022, -2.833, -4.178]],
  "lowdin_charge": [2.159, -0.047, -0.068, -0.021, -0.252, 0.038, -0.115, -0.226, -0.021, -0.076, -0.052, -0.085, 0.090, 0.100, 0.099, 0.104, 0.096, 0.106, 0.099, 0.102, 0.113, -0.072, -0.250, -0.099, -0.671, -0.189, -0.358, 0.078, 0.046, 0.099, 0.093, 0.101, 0.104, 0.580, 0.738, -0.635, -0.114, -0.100, -0.061, -0.130, 0.076, -0.680, -0.138, -0.103, -0.075, -0.118, 0.051, 0.098, 0.098, 0.100, 0.044, 0.084, 0.093, 0.092, 0.073, 0.578, -0.740, -0.741, 0.576, -0.619, 0.613, -0.473, -0.331, -0.467, -0.432, -0.606, 0.652, -0.005, -0.161, -0.071, -0.682, 0.601, -0.129, -0.016, -0.233, -0.033, -0.092, -0.709, -0.181, -0.091, 0.080, 0.074, 0.082, 0.111, 0.095, 0.115, 0.128, 0.109]
}

Record 2
{
  "formula": "C38H30BiBrF7N6O5PS",
  "method": "wB97M-V/def2-TZVPD",
  "energy_ha": -6398.19112,
  "largest_force_ev_per_a": 1.2,
  "total_charge": 1,
  "spin_multiplicity": 2,
  "e_lumo_ev": [-3.49, -5.36],
  "s2": 0.7611,
  "homo_lumo_gap_ev": [6.635, 4.766],
  "elements": ["Bi", "C", "C", "C", "C", "C", "C", "C", "F", "C", "C", "C", "O", "C", "C", "N", "C", "C", "O", "O", "H", "H", "H", "H", "H", "H", "H", "H", "H", "H", "H", "Br", "C", "C", "C", "C", "C", "N", "C", "O", "O", "H", "H", "H", "N", "C", "C", "C", "C", "C", "C", "S", "N", "C", "C", "C", "C", "C", "C", "N", "H", "H", "H", "H", "H", "H", "H", "H", "H", "F", "P", "F", "F", "F", "F", "F", "N", "C", "C", "C", "C", "C", "C", "H", "H", "H", "H", "H", "H", "H"],
  "coordinates": [[0.174, 0.089, -1.257], [0.137, 4.768, 5.072], [-0.963, 5.145, 4.092], [-2.303, 5.280, 4.795], [-3.376, 5.706, 3.810], [-3.444, 4.731, 2.666], [-4.613, 4.541, 1.967], [-4.662, 3.635, 0.912], [-5.821, 3.490, 0.253], [-3.577, 2.899, 0.542], [-2.379, 3.061, 1.250], [-1.223, 2.250, 0.873], [-1.356, 1.435, -0.082], [-0.040, 2.480, 1.609], [-0.043, 3.420, 2.614], [-1.093, 4.147, 2.983], [-2.307, 3.981, 2.304], [1.224, 1.694, 1.454], [2.171, 1.903, 2.189], [1.221, 0.760, 0.550], [0.043, 5.404, 5.951], [1.139, 4.916, 4.672], [0.035, 3.729, 5.392], [-0.719, 6.103, 3.626], [-2.199, 6.013, 5.594], [-2.565, 4.320, 5.251], [-3.142, 6.704, 3.428], [-4.350, 5.771, 4.294], [-5.505, 5.097, 2.231], [-3.628, 2.191, -0.275], [0.889, 3.574, 3.136], [-3.644, -0.007, -1.866], [-2.649, 1.123, -2.997], [-3.312, 1.759, -4.033], [-2.598, 2.630, -4.835], [-1.255, 2.853, -4.576], [-0.679, 2.173, -3.527], [-1.361, 1.318, -2.757], [0.786, 2.363, -3.199], [1.468, 3.081, -3.882], [1.227, 1.699, -2.148], [-4.360, 1.561, -4.201], [-3.092, 3.137, -5.654], [-0.647, 3.525, -5.165], [3.622, -3.353, -0.241], [3.847, -3.474, 1.121], [4.518, -4.589, 1.620], [4.762, -4.685, 2.970], [4.350, -3.675, 3.852], [3.687, -2.571, 3.372], [3.424, -2.466, 2.001], [2.581, -1.092, 1.404], [2.357, -1.392, -0.154], [2.905, -2.373, -0.816], [2.823, -2.273, -2.287], [3.311, -3.210, -3.173], [3.377, -2.865, -4.519], [2.969, -1.600, -4.896], [2.418, -0.763, -3.927], [2.324, -1.107, -2.653], [4.016, -4.068, -0.834], [4.842, -5.373, 0.945], [5.279, -5.554, 3.353], [4.555, -3.763, 4.910], [3.362, -1.782, 4.041], [3.617, -4.202, -2.867], [3.743, -3.575, -5.248], [3.028, -1.267, -5.922], [2.031, 0.210, -4.198], [-1.155, -2.189, -2.416], [-1.001, -2.382, -4.057], [-0.294, -0.876, -4.048], [-1.695, -3.812, -3.963], [0.457, -3.034, -3.780], [-0.760, -2.491, -5.627], [-2.420, -1.675, -4.289], [-1.482, -2.118, 0.838], [-0.965, -3.396, 0.637], [-1.448, -4.230, -0.370], [-0.867, -5.466, -0.591], [0.181, -5.921, 0.204], [0.624, -5.119, 1.243], [0.058, -3.868, 1.458], [-2.323, -1.823, 0.376], [-1.164, -1.583, 1.626], [-2.255, -3.890, -1.005], [-1.240, -6.083, -1.398], [0.621, -6.895, 0.031], [1.395, -5.480, 1.917], [0.374, -3.262, 2.302]],
  "lowdin_charge": [2.032, -0.040, -0.288, -0.144, -0.120, -0.126, 0.070, -0.246, 0.087, 0.072, -0.036, -0.265, -0.204, -0.017, 0.044, 0.051, -0.057, -0.587, 0.057, -0.382, 0.092, 0.085, 0.101, 0.162, 0.127, 0.139, 0.134, 0.126, 0.140, 0.066, 0.133, 0.891, -0.696, -0.071, -0.008, 0.034, -0.185, -0.045, -0.568, 0.121, -0.218, 0.113, 0.123, 0.131, 0.198, -0.211, 0.000, -0.032, -0.040, -0.066, -0.394, 1.237, -0.250, -0.259, -0.232, 0.003, -0.021, 0.000, -0.099, 0.051, 0.156, 0.129, 0.122, 0.120, 0.123, 0.118, 0.124, 0.124, 0.111, -0.291, 0.172, -0.219, -0.119, -0.143, -0.118, -0.159, 0.100, -0.332, -0.040, -0.069, -0.104, -0.112, -0.069, 0.064, 0.085, 0.109, 0.112, 0.098, 0.098, 0.098]
}